1.
C8H18N3 | ωB97M-V/def2-TZVPD

The calculation puts the HOMO-LUMO gap (spin up / spin down) at 7.2 / 7.2 eV. Its charge is +1.

CARTESIAN COORDINATES (ANGSTROEM)
C 0.157665 2.327276 -0.305456
C 1.475978 -1.042569 -0.567885
C 0.701532 -0.274573 1.426802
C 0.137999 -0.517918 -1.162282
C -0.690915 0.104434 -0.068909
C 0.032591 3.836328 -0.336814
C -1.905044 -0.580590 0.390700
C 1.170873 -2.755492 1.296789
N -0.777564 1.485722 0.123393
N 1.217065 -1.376580 0.861887
N -0.760020 -1.472114 -1.841402
H 1.008329 2.044622 -0.895001
H 1.806531 -1.990320 -1.208096
H 2.129264 -0.183832 -0.823945
H 1.317305 0.573356 1.457918
H 0.329979 -0.450709 2.519355
H 0.359493 0.251755 -2.078918
H -0.679074 4.142078 0.527811
H 0.904913 4.361784 -0.205323
H -0.412737 4.220074 -1.375100
H -2.549885 -0.835099 -0.411565
H -2.615690 -0.054837 0.972645
H -1.816122 -1.443843 0.959823
H 0.259746 -3.158518 0.855928
H 1.972575 -3.137537 0.726123
H 1.281616 -2.612162 2.434822
H -1.084788 -2.204511 -1.250378
H -1.376081 -1.170200 -2.549239
H -1.595535 1.913975 0.526318

Cartesian forces (eV/Å) of the 3 atoms listed first:
-1.234 1.258 -0.228
-0.374 -2.447 -1.398
-2.546 -2.201 2.149


2.
C3H3N2S | ωB97M-V/def2-TZVPD

The calculation puts the HOMO-LUMO gap at 8.6 eV. Its charge is +1.

CARTESIAN COORDINATES (ANGSTROEM)
C 1.539600 -1.137887 -0.624504
C 0.040900 1.397671 0.309320
C -0.993433 -1.016949 -0.061974
N 1.257416 1.172902 0.217460
N 1.691593 -0.028695 -0.296684
S -1.157366 0.395747 -0.737002
H -0.259905 2.380280 0.767709
H -1.412297 -1.888060 -0.520190
H -0.706505 -1.275008 0.945867

Cartesian forces (eV/Å) of the 3 atoms listed first:
0.472 -1.016 -0.208
-1.782 1.375 -0.604
-0.553 -1.817 1.027


3.
C40H112BMn2N6O18 | ωB97M-V/def2-TZVPD

Its expectation value of S² is 30.01. The calculation puts the HOMO-LUMO gap (spin up / spin down) at 4.6 / 4.6 eV. Its charge is +1. The spin multiplicity is 11.

CARTESIAN COORDINATES (ANGSTROEM)
Mn -25.693860 5.484660 -15.339910
Mn -23.067220 7.562230 -14.675530
C -23.415950 5.030760 -11.478630
C -23.134710 5.212110 -12.959060
O -24.077130 5.918750 -13.824370
H -24.370370 4.677140 -11.088600
H -23.125890 5.917180 -10.914510
H -22.649820 4.296870 -11.228530
H -23.030440 4.343720 -13.609550
H -22.181080 5.731020 -13.056150
C -25.877500 8.725640 -17.960150
C -25.889890 8.582300 -16.508360
O -24.956350 7.634310 -15.962460
H -25.542300 7.956670 -18.656160
H -25.247880 9.549650 -18.295840
H -26.848950 9.016050 -18.360230
H -26.793920 8.104030 -16.131430
H -25.788280 9.523940 -15.968830
B -22.557860 8.972570 -12.925730
H -22.083440 9.861470 -13.311780
H -23.534660 8.994470 -13.383550
H -21.954130 8.133090 -13.233990
H -22.718360 9.017490 -11.859680
C -21.652700 17.225780 -6.776210
O -20.726660 16.864170 -7.750870
C -20.729430 17.698180 -8.914350
C -19.899720 16.942860 -9.905770
N -20.526010 15.629360 -10.227460
C -20.027210 15.141990 -11.529900
C -20.549810 15.902280 -12.730750
O -19.504680 15.813840 -13.799710
C -19.097030 14.397020 -14.190740
H -22.529820 16.585200 -6.867890
H -21.815930 18.301380 -6.708790
H -21.199120 17.036350 -5.803340
H -20.376920 18.713440 -8.732450
H -21.775030 17.799300 -9.205210
H -18.918350 16.692110 -9.503100
H -19.985850 17.596560 -10.773740
H -21.483680 15.485920 -9.940440
H -20.520500 14.171160 -11.577330
H -18.947650 15.138680 -11.680330
H -20.716580 16.963450 -12.545750
H -21.519360 15.554020 -13.086820
H -19.805270 13.609630 -13.932860
H -18.138390 14.232210 -13.698850
H -19.046580 14.456450 -15.277950
C -24.344390 6.160710 -7.353410
O -23.830940 5.342840 -6.273150
C -22.548660 5.661280 -5.736370
C -21.303050 5.637400 -6.651350
N -21.163250 4.430870 -7.514360
C -19.937340 4.595290 -8.356680
C -18.632940 4.898950 -7.617290
O -17.646510 4.779230 -8.657650
C -16.262320 5.042890 -8.278410
H -24.004400 5.794950 -8.322290
H -24.294590 7.233970 -7.169720
H -25.395180 5.874300 -7.397200
H -22.426330 5.078440 -4.823440
H -22.546180 6.633380 -5.243290
H -20.452980 5.793920 -5.987270
H -21.466830 6.475080 -7.329270
H -22.040350 4.332050 -8.005300
H -20.115290 5.436240 -9.026940
H -19.862570 3.725090 -9.008800
H -18.504300 4.336140 -6.692740
H -18.638020 5.946230 -7.315150
H -15.610920 4.766770 -9.107590
H -15.996200 4.375200 -7.458980
H -16.143680 6.063910 -7.915720
C -26.184880 9.682710 -11.151640
C -25.034600 10.316740 -10.259820
O -24.156090 11.192650 -10.955300
O -25.779800 8.543380 -11.920620
H -26.502710 10.460330 -11.846190
H -27.048540 9.333480 -10.585750
H -24.372720 9.494950 -9.986530
H -25.520680 10.703260 -9.364040
H -23.688920 10.834310 -11.713550
H -24.830100 8.573910 -12.057450
C -23.371960 15.182390 -16.107320
C -22.797330 13.888200 -16.781070
O -21.307790 13.858270 -16.589340
O -23.198580 16.337990 -16.947640
H -22.942300 15.317840 -15.114780
H -24.437790 14.987540 -15.988420
H -23.114190 13.943600 -17.822530
H -23.184390 12.998950 -16.283570
H -21.033300 14.497790 -17.250600
H -23.487930 17.100880 -16.441800
C -18.125050 5.232920 -13.334490
C -18.306220 6.570040 -13.965440
O -17.041380 7.229320 -14.038950
O -17.432560 4.567330 -14.318380
H -18.999120 4.625940 -13.098540
H -17.613510 5.395850 -12.385870
H -18.958050 7.170620 -13.330990
H -18.767540 6.401830 -14.938570
H -17.228790 8.081770 -14.438700
H -16.616790 5.048680 -14.474660
C -20.260880 8.120130 -9.743060
C -20.471730 9.622060 -9.963770
O -20.065370 10.292880 -8.828510
O -20.689450 7.544360 -11.012240
H -20.726880 7.592620 -8.910790
H -19.188570 7.925350 -9.725660
H -21.535570 9.849000 -10.033400
H -20.136490 9.934580 -10.952740
H -20.171000 11.243350 -8.912490
H -21.301400 8.117730 -11.479530
C -21.014640 6.428020 -18.165480
C -21.178900 7.339970 -16.909820
C -22.089600 8.576830 -17.228760
O -22.496090 9.299960 -15.978210
C -22.600710 10.679700 -16.131810
N -21.644840 6.406780 -15.775380
H -21.957700 6.105320 -18.606620
H -20.340400 5.597040 -17.958180
H -20.496760 7.029120 -18.912860
H -20.188290 7.756580 -16.727520
H -22.938610 8.204660 -17.802150
H -21.517950 9.169930 -17.942580
H -23.054910 11.072660 -15.222200
H -23.263810 10.772760 -16.991890
H -21.552410 10.973040 -16.187680
H -22.251000 5.782610 -16.288300
H -20.883080 5.828360 -15.450970
C -27.342200 14.343450 -16.832950
C -27.227830 12.866130 -16.504860
C -26.860720 12.458530 -15.083060
O -25.578730 12.959020 -14.779180
C -25.039840 12.318490 -13.668190
N -28.505440 12.368620 -16.869960
H -27.259490 14.610350 -17.886530
H -26.619250 15.002100 -16.351670
H -28.250040 14.775820 -16.412240
H -26.410210 12.526960 -17.140910
H -26.827520 11.370860 -15.146120
H -27.579370 12.733470 -14.311020
H -24.520850 11.360080 -13.682580
H -25.869900 12.258750 -12.964260
H -24.307060 12.991990 -13.223740
H -28.408990 11.382130 -17.063940
H -28.925790 12.642130 -17.746660
C -28.585200 5.526310 -12.039430
C -28.506380 6.169350 -13.515290
C -29.365180 7.496740 -13.857490
O -29.294090 7.922100 -15.291720
C -30.159400 8.967730 -15.718560
N -27.043030 6.400560 -13.652640
H -28.234730 6.177940 -11.239030
H -28.125400 4.538330 -12.015330
H -29.620160 5.358560 -11.741400
H -28.777220 5.366270 -14.200720
H -29.066930 8.364820 -13.269610
H -30.374950 7.126050 -13.681270
H -30.028710 9.721470 -14.942090
H -31.172010 8.594700 -15.872120
H -29.986170 9.373920 -16.715100
H -26.871900 7.346060 -13.963840
H -26.685490 6.447070 -12.709190
C -18.355380 11.675140 -16.947540
C -16.898470 11.137300 -16.925370
C -16.874080 9.804850 -16.161350
O -17.627700 9.780830 -14.978440
C -17.472300 10.733670 -13.898930
N -16.319330 10.935260 -18.249800
H -18.466740 12.610520 -17.495950
H -18.699930 11.837180 -15.926200
H -19.070140 10.959680 -17.354160
H -16.357590 11.972330 -16.480080
H -15.853040 9.521300 -15.906080
H -17.175970 8.962350 -16.783560
H -18.475060 10.661330 -13.477810
H -17.506900 11.783620 -14.189620
H -16.748760 10.594540 -13.095660
H -16.632290 10.041850 -18.601900
H -15.309470 10.924300 -18.237470

Cartesian forces (eV/Å) of the 3 atoms listed first:
1.622 3.398 2.461
-1.523 0.434 0.064
0.751 -0.062 -0.088


4.
C3H12N4 | ωB97M-V/def2-TZVPD

The calculation puts the HOMO-LUMO gap at 9.7 eV.

CARTESIAN COORDINATES (ANGSTROEM)
C 0.960379 0.056078 0.301239
C -0.470952 -0.477592 0.607983
C -2.499061 0.073394 -0.787143
N -1.140736 -1.204088 -0.399295
N 0.965503 0.589107 -1.062840
N 1.412534 1.072397 1.248680
N 1.875874 -1.053612 0.446282
H -0.578935 -1.186266 -1.251267
H 1.908772 0.871455 -1.308744
H 1.568940 0.651473 2.157196
H 2.825408 -0.757335 0.247904
H 0.380344 1.417042 -1.124049
H 0.725883 1.811261 1.349997
H 1.618890 -1.811799 -0.173995
H -1.124200 0.451011 0.771610
H -0.453896 -1.034281 1.551168
H -2.923959 -0.185606 0.171412
H -1.760038 0.739193 -1.218888
H -3.290749 -0.021832 -1.527250

Cartesian forces (eV/Å) of the 3 atoms listed first:
-0.289 -0.322 0.039
-0.298 2.256 0.846
1.968 -3.116 -0.565


no.,DFT total energy (eV)
1,-13047.574
2,-16962.002
3,-152388.937
4,-9263.594